Density functional theory data (the ωB97M-V functional and the def2-TZVPD basis) for a molecular structure, C40H34BiCl2N3O3S6.

The value obtained for the highest occupied orbital energy is -0.9484 eV. As for the total energy: -5458.7022 a.u. For the energy above the lowest of the compared OMol25 structures with the same formula, charge and spin, the calculation gives 53.8 kcal per mole. The calculation puts the largest force on an atom at 0.0402 Eh/bohr. As for the orbital gap: 4.95 eV. The charge is -2.

Cartesian coordinates (Å):
Bi 0.114 -0.739 -0.453
C 0.098 -1.453 3.931
C 0.963 -0.432 3.801
C 0.474 0.523 2.771
C -0.803 -0.131 2.283
C -1.013 -1.241 3.027
H 0.179 -2.284 4.618
H 1.899 -0.302 4.328
H 1.244 0.644 2.004
H -1.558 0.378 1.698
H -1.882 -1.882 2.966
O 1.902 0.461 -2.023
C 1.392 0.665 -3.319
C 0.067 1.396 -3.321
C -0.455 2.013 -4.453
C -1.681 2.651 -4.348
C -2.345 2.666 -3.131
C -1.738 2.041 -2.051
N -0.560 1.438 -2.156
H 1.784 1.313 -1.473
H 1.266 -0.325 -3.771
H 2.110 1.230 -3.932
H 0.085 1.997 -5.391
H -2.113 3.149 -5.209
H -3.311 3.139 -3.017
H -2.189 2.038 -1.066
Cl 4.681 -1.572 -0.438
C 3.756 -3.029 -0.271
C 4.412 -4.240 -0.304
C 3.697 -5.422 -0.183
C 2.317 -5.360 -0.043
C 1.668 -4.145 -0.013
Cl -0.054 -4.142 0.215
C 2.347 -2.883 -0.107
N 1.778 -1.690 0.021
H 5.488 -4.254 -0.425
H 4.206 -6.377 -0.200
H 1.738 -6.270 0.045
O 0.742 -2.609 -3.571
C -0.397 -2.581 -3.127
O -0.825 -1.864 -2.141
C -1.488 -3.436 -3.746
C -1.157 -4.414 -4.675
C -2.147 -5.218 -5.221
C -3.474 -5.030 -4.861
C -3.810 -4.039 -3.948
C -2.819 -3.250 -3.382
H -0.118 -4.538 -4.953
H -1.886 -5.994 -5.932
H -4.247 -5.655 -5.293
H -4.846 -3.878 -3.678
H -3.058 -2.486 -2.652
N 1.831 3.608 0.168
S 1.597 3.958 1.704
C 0.161 3.111 2.312
C -1.031 3.691 1.887
C -2.245 3.374 2.460
C -2.222 2.557 3.628
C -1.084 2.010 4.110
C 0.208 2.032 3.349
C 2.873 3.123 2.676
C 3.114 3.631 3.946
C 4.094 3.054 4.738
C 4.829 1.982 4.249
C 4.593 1.491 2.973
C 3.618 2.071 2.171
H 2.186 4.456 -0.271
H -0.976 4.423 1.085
H -3.170 3.806 2.103
H -3.146 2.420 4.181
H -1.092 1.430 5.027
H 1.047 2.178 4.038
H 2.530 4.473 4.299
H 4.292 3.456 5.725
H 5.587 1.524 4.874
H 5.168 0.661 2.584
H 3.424 1.693 1.172
C -4.822 -3.627 0.380
S -5.349 -2.394 1.609
C -5.805 -1.035 0.598
C -4.959 -0.316 -0.196
S -3.337 -0.606 -0.551
S -5.779 1.067 -0.983
C -7.357 0.875 -0.303
S -8.626 1.888 -0.621
S -7.474 -0.503 0.723
H -4.553 -4.520 0.941
H -3.954 -3.240 -0.149
H -5.637 -3.838 -0.310

---

Density functional theory data (the ωB97M-V functional and the def2-TZVPD basis) for a molecular structure, C44H40Cl2FKN6O4S2.

The value obtained for the highest occupied orbital energy is -5.7567 eV. As for the total energy: -4746.7363 a.u. For the energy above the lowest of the compared OMol25 structures with the same formula, charge and spin, the calculation gives 0.0 kcal per mole. The calculation puts the largest force on an atom at 0.0405 Eh/bohr. As for the orbital gap: 3.93 eV.

Cartesian coordinates (Å):
K 0.096 -0.363 0.192
Cl 1.773 4.628 -0.951
C 2.761 3.207 -1.195
C 4.010 3.380 -1.813
C 4.842 2.317 -2.017
Cl 6.406 2.571 -2.781
C 4.446 1.016 -1.611
C 5.269 -0.127 -1.767
C 4.831 -1.347 -1.335
C 3.555 -1.439 -0.747
N 2.758 -0.400 -0.588
C 3.172 0.833 -1.000
C 2.248 1.952 -0.756
O 1.117 1.784 -0.163
H 4.313 4.374 -2.122
H 6.243 -0.017 -2.225
H 5.446 -2.235 -1.439
H 3.174 -2.402 -0.395
S -0.983 0.429 4.131
C -0.266 1.874 3.750
N 1.050 2.137 3.911
C 1.520 3.536 3.929
C 0.456 4.343 4.604
N -0.773 4.252 3.794
C -1.479 5.505 3.480
C -0.587 6.596 2.943
C -0.402 7.765 3.676
C 0.436 8.778 3.204
C 1.101 8.613 1.994
C 0.926 7.440 1.261
C 0.082 6.433 1.730
C -1.097 3.058 3.218
S -2.215 2.791 2.028
C 2.029 1.077 4.188
C 3.363 1.394 3.569
C 3.466 1.488 2.185
C 4.686 1.797 1.594
C 5.814 2.009 2.385
C 5.719 1.910 3.767
C 4.490 1.606 4.359
H 1.710 3.908 2.925
H 2.452 3.575 4.484
H 0.749 5.387 4.669
H 0.286 3.966 5.615
H -1.967 5.858 4.387
H -2.239 5.242 2.764
H -0.921 7.887 4.627
H 0.571 9.686 3.785
H 1.758 9.395 1.619
H 1.452 7.304 0.323
H -0.051 5.513 1.152
H 1.620 0.162 3.787
H 2.118 0.935 5.267
H 2.583 1.328 1.567
H 4.755 1.872 0.519
H 6.765 2.248 1.918
H 6.594 2.071 4.386
H 4.411 1.526 5.443
F -6.925 0.939 2.974
C -6.102 -0.126 3.105
C -4.920 -0.166 2.438
C -4.096 -1.289 2.550
C -2.822 -1.317 1.771
O -2.532 -0.379 1.041
C -2.030 -2.524 1.937
C -2.477 -3.513 2.717
N -3.656 -3.467 3.458
C -4.074 -4.616 4.210
C -3.052 -5.349 5.010
C -4.094 -4.529 5.710
C -4.486 -2.361 3.350
C -5.702 -2.284 4.046
C -6.513 -1.170 3.927
N -7.753 -1.073 4.614
C -8.437 -2.265 5.064
C -8.105 -2.593 6.515
N -8.450 -1.370 7.344
C -7.668 -0.153 6.880
C -8.016 0.101 5.421
C -0.766 -2.724 1.093
O 0.322 -2.881 1.697
O -0.978 -2.624 -0.131
H -4.589 0.656 1.803
H -1.906 -4.429 2.831
H -4.850 -5.212 3.744
H -2.039 -4.958 5.006
H -3.129 -6.427 5.046
H -3.762 -3.587 6.145
H -4.887 -5.046 6.246
H -5.987 -3.101 4.699
H -8.176 -3.113 4.442
H -9.526 -2.119 4.974
H -7.040 -2.759 6.648
H -8.667 -3.436 6.911
H -8.303 -1.544 8.331
H -9.439 -1.173 7.221
H -6.615 -0.402 6.989
H -7.923 0.674 7.537
H -7.429 0.942 5.072
H -9.075 0.390 5.336

---

Density functional theory data (the ωB97M-V functional and the def2-TZVPD basis) for 7 unconnected molecules or ions with the total composition C36H54I2N6O3.

The value obtained for the highest occupied orbital energy is -7.8991 eV. Its structure (SMILES) is O=C(I)CC(=O)O[C@H](I)CCc1ccccc1.CCCC#N.CCCC#N.CCCC#N.CCCC#N.CCCC#N.CCCC#N. As for the total energy: -2553.5360 a.u. The calculation puts the largest force on an atom at 0.1074 Eh/bohr. As for the orbital gap: 7.86 eV.

Cartesian coordinates (Å):
O -4.695 -6.703 -0.924
C -3.734 -6.213 -1.581
I -1.764 -7.097 -1.308
C -4.075 -4.964 -2.517
C -3.203 -4.856 -3.851
O -3.806 -5.008 -4.952
O -1.815 -4.558 -3.893
C -1.485 -3.431 -2.989
I -2.770 -1.780 -3.599
C 0.034 -3.050 -3.314
C 0.774 -2.123 -2.218
C -0.020 -1.934 -0.829
C 0.319 -2.971 0.310
C -0.367 -2.862 1.720
C -1.408 -1.703 1.930
C -1.763 -0.656 0.845
C -1.062 -0.780 -0.530
H -3.888 -4.016 -1.876
H -5.211 -4.960 -2.719
H -1.670 -3.822 -1.934
H 0.008 -2.435 -4.296
H 0.696 -3.961 -3.551
H 1.068 -1.069 -2.590
H 1.778 -2.640 -1.951
H 1.091 -3.803 0.154
H -0.129 -3.613 2.561
H -1.941 -1.601 2.940
H -2.503 0.204 0.981
H -1.259 -0.061 -1.407
C 4.193 2.149 -0.586
C 4.104 0.814 -1.315
C 3.395 0.912 -2.666
C 1.987 1.296 -2.528
N 0.887 1.599 -2.414
H 3.202 2.540 -0.343
H 4.742 2.028 0.352
H 4.717 2.891 -1.194
H 3.594 0.087 -0.674
H 5.119 0.438 -1.480
H 3.450 -0.060 -3.167
H 3.913 1.629 -3.309
C 5.056 7.371 -2.194
C 6.038 6.511 -1.409
C 6.798 5.515 -2.286
C 5.911 4.517 -2.892
N 5.210 3.740 -3.372
H 4.272 6.764 -2.656
H 4.572 8.087 -1.528
H 5.568 7.930 -2.982
H 5.500 5.981 -0.617
H 6.763 7.168 -0.919
H 7.545 4.999 -1.674
H 7.345 6.047 -3.070
C 2.125 10.058 1.266
C 3.032 11.275 1.398
C 4.077 11.368 0.285
C 5.028 10.253 0.320
N 5.767 9.371 0.345
H 2.690 9.126 1.347
H 1.375 10.061 2.061
H 1.602 10.062 0.306
H 3.525 11.254 2.375
H 2.413 12.177 1.371
H 4.629 12.307 0.393
H 3.583 11.402 -0.691
C -7.332 -5.523 0.506
C -7.905 -4.996 1.815
C -8.697 -3.698 1.645
C -7.853 -2.588 1.193
N -7.190 -1.720 0.828
H -6.614 -4.823 0.072
H -6.812 -6.468 0.677
H -8.126 -5.700 -0.226
H -7.091 -4.849 2.532
H -8.569 -5.757 2.238
H -9.151 -3.430 2.604
H -9.518 -3.851 0.938
C 6.012 -5.148 0.823
C 4.812 -6.026 1.154
C 3.984 -6.401 -0.077
C 3.362 -5.231 -0.705
N 2.882 -4.310 -1.201
H 5.702 -4.187 0.403
H 6.589 -4.943 1.728
H 6.672 -5.641 0.104
H 4.183 -5.516 1.890
H 5.172 -6.946 1.625
H 3.198 -7.101 0.223
H 4.611 -6.922 -0.805
C -6.552 0.194 5.807
C -6.367 0.210 4.294
C -6.081 -1.173 3.709
C -4.807 -1.724 4.182
N -3.811 -2.158 4.561
H -5.642 -0.133 6.318
H -6.791 1.198 6.167
H -7.368 -0.474 6.095
H -5.559 0.902 4.037
H -7.281 0.601 3.835
H -6.052 -1.097 2.619
H -6.896 -1.860 3.956

---

Density functional theory data (the ωB97M-V functional and the def2-TZVPD basis) for 2 unconnected molecules or ions with the total composition C5H13NO2.

The value obtained for the highest occupied orbital energy (spin up / spin down) is -14.9000 / -14.8525 eV. As for the total energy: -403.1172 a.u. For the energy above the lowest of the compared OMol25 structures with the same formula, charge and spin, the calculation gives 79.5 kcal per mole. The calculation puts the largest force on an atom at 0.0816 Eh/bohr. As for the multiplicity: 2. As for the orbital gap (spin up / spin down): 10.50 / 5.40 eV. The charge is +1.

Cartesian coordinates (Å):
O 0.554 -2.649 -0.035
C 1.363 -2.072 0.694
N 1.371 -0.666 0.560
C 0.296 -0.079 -0.224
C -0.426 0.909 0.708
C -1.474 0.211 1.549
C -0.783 2.128 -0.061
H 2.188 -2.482 1.490
H 1.819 -0.165 1.287
H 0.644 0.394 -1.249
H -0.444 -0.790 -0.377
H 0.413 1.364 1.429
H -1.056 -0.632 2.013
H -1.996 0.725 2.249
H -2.148 -0.482 1.053
H -0.966 1.696 -1.120
H 0.158 2.858 -0.136
H -1.607 2.714 0.333
H 1.106 -1.017 -2.632
H 0.132 -1.184 -3.972
O 0.858 -0.781 -3.562

---

What is the formula in the third record? C36H54I2N6O3